Below is a molecular structure, C44H48N5O4Pt at a distorted geometry, with properties calculated with ωB97M-V/def2-TZVPD.

The geometry in XYZ format:
```
102
Properties=species:S:1:pos:R:3:forces:R:3
Pt -0.7053 -1.2230 0.3502 0.13 -0.08 -0.55
O 2.2066 -2.7109 -2.5164 0.93 0.28 -0.62
O 1.0151 -1.9157 -0.8902 0.30 1.11 0.61
O 4.5142 -2.4098 -3.8579 -1.38 -0.86 0.28
O 5.9479 -0.7234 -3.8384 -0.10 -0.18 0.02
N -7.7140 -1.3185 2.7918 0.06 0.00 -0.02
N 4.4226 0.8537 -2.3897 0.03 0.26 -0.08
N 2.5425 0.6776 -1.2786 -0.13 -0.13 0.01
N -0.8420 0.4200 -0.9820 -0.18 -0.65 0.66
N 0.6283 -0.2819 2.0949 0.46 -0.52 0.30
C 0.0149 2.6408 -2.8606 0.04 -0.10 -0.06
C -1.9620 -0.8873 -4.3080 0.05 0.04 -0.07
C 3.6019 1.5601 2.1391 -0.02 -0.07 -0.05
C 2.7918 -0.5210 -1.9098 -0.04 0.12 0.31
C -1.0878 1.4936 -0.1890 -0.02 0.29 -0.11
C -2.6011 -1.1586 1.0267 0.80 0.70 -0.30
C 3.5296 1.4828 -1.6018 -0.08 0.00 0.20
C -5.2711 -1.2372 1.9213 -0.16 0.00 0.04
C 3.8101 -0.8411 1.2974 0.03 -0.05 -0.01
C -1.7696 -0.9902 4.0900 -0.03 -0.15 0.06
C 4.8920 -1.2277 -3.4918 0.13 0.93 0.22
C -0.7656 -3.0869 2.9121 -0.09 0.01 0.27
C -1.7866 -0.7940 -2.9331 -0.05 0.04 0.13
C -2.3644 3.5855 0.0773 0.09 0.02 0.14
C -4.6023 -0.0194 1.7976 -0.03 -0.02 0.00
C -0.7292 1.3669 -3.2599 0.00 0.12 0.06
C -0.4235 1.7760 1.0770 0.00 0.15 -0.27
C -1.6906 -3.2799 -2.4458 0.00 0.08 0.01
C 3.6818 2.9112 -1.2043 0.03 -0.02 -0.03
C -1.6032 3.9427 1.1964 -0.16 0.08 -0.12
C -4.6129 -2.4105 1.5585 0.01 -0.02 0.04
C 3.2994 -0.7805 4.7377 -0.01 0.00 0.00
C 1.3417 2.7520 -3.6249 0.07 -0.08 -0.05
C -0.6798 3.0392 1.6603 0.06 -0.10 0.06
C -3.2909 0.0100 1.3549 -0.27 -0.02 0.13
C -3.8779 -2.0178 -2.2598 -0.01 0.04 -0.06
C 2.7346 -0.4430 3.5053 -0.06 0.02 0.02
C -3.3054 -2.3585 1.1042 -0.17 -0.27 0.04
C 1.9345 -1.7617 -1.7410 -0.30 -0.93 -0.40
C -1.5580 0.1110 -5.1713 -0.01 -0.02 0.02
C -0.8113 3.9049 -3.1393 0.07 -0.02 0.03
C 0.6913 -1.5172 4.2357 -0.05 -0.05 -0.07
C 1.3132 -1.8354 5.4397 -0.03 0.03 0.02
C -2.1083 2.4113 -0.5776 0.18 -0.09 -0.05
C -1.1563 0.3479 -2.3605 -0.01 0.08 -0.16
C 3.7509 0.0856 2.5085 -0.20 0.09 -0.24
C -6.6303 -1.2829 2.4047 0.19 0.02 -0.09
C -0.9510 1.2245 -4.6268 -0.05 0.07 -0.02
C 3.9819 -0.4131 -2.6254 -0.27 -0.47 0.09
C 1.3657 -0.7392 3.2621 0.01 0.17 0.25
C 0.4246 0.9775 1.9810 0.01 0.04 0.24
C -0.7036 -2.0884 4.0749 -0.04 0.22 -0.32
C 2.6028 -1.4409 5.7243 -0.01 -0.02 0.00
C -2.3559 -1.9400 -2.1234 0.02 0.03 0.01
H 1.8781 1.8000 -3.6260 -0.04 0.10 0.00
H -1.7062 0.0233 -6.2418 0.00 0.00 0.06
H 2.7294 1.7215 1.5129 -0.03 0.09 -0.13
H -2.8315 -3.2856 0.7994 0.01 0.01 0.01
H 3.5213 2.1806 3.0364 -0.02 -0.01 -0.05
H -3.1654 4.2325 -0.2651 0.03 -0.03 -0.03
H -0.0215 -3.8725 3.0569 0.00 0.03 -0.02
H -0.2486 4.7966 -2.8413 -0.04 -0.06 -0.03
H -0.6232 -3.2417 -2.2211 -0.02 -0.03 -0.03
H -2.1469 -4.0762 -1.8468 0.03 0.03 -0.04
H -4.3325 -1.0299 -2.1462 0.00 -0.06 0.03
H 4.1403 -1.8377 1.6047 -0.03 0.06 -0.02
H -2.4432 -1.7732 -4.7101 0.02 0.03 0.05
H 4.6474 3.0894 -0.7274 -0.02 0.00 0.04
H 4.7133 0.0012 3.0134 0.06 0.02 0.06
H 4.5129 -0.4624 0.5524 -0.02 0.00 -0.05
H -4.1584 -2.4109 -3.2434 -0.03 0.06 0.04
H -1.7656 4.8826 1.7080 0.01 -0.04 0.00
H -1.7525 3.9051 -2.5953 -0.01 0.02 -0.03
H -1.6585 -0.3921 4.9999 -0.03 -0.07 -0.02
H 1.9815 3.5165 -3.1759 -0.17 -0.03 -0.08
H -0.5540 -2.6290 1.9327 0.04 -0.09 0.06
H -2.7769 -1.4197 4.0776 0.07 0.05 -0.05
H 5.2721 1.2034 -2.8026 0.05 -0.01 -0.01
H -0.1314 3.2917 2.5625 -0.02 -0.04 -0.02
H -0.6244 2.0182 -5.2912 0.01 -0.04 0.06
H -5.1146 0.8999 2.0535 0.01 0.00 0.01
H -4.3039 -2.6773 -1.4987 0.04 0.00 -0.06
H -1.8107 -3.5430 -3.5020 -0.02 0.00 0.07
H 4.3399 -0.5265 4.9058 -0.02 0.00 -0.02
H 4.4815 1.8830 1.5780 -0.01 0.03 -0.02
H -2.7035 2.1220 -1.4359 0.03 0.05 0.01
H -1.7548 -3.5403 2.8560 0.04 -0.01 -0.04
H -5.1299 -3.3586 1.6337 -0.01 -0.02 -0.03
H 2.8877 3.1753 -0.5132 -0.06 0.00 0.08
H 1.1747 3.0453 -4.6648 -0.01 -0.04 0.02
H 0.7510 -2.4048 6.1717 0.01 0.00 -0.04
H 0.2440 2.5980 -1.7978 0.08 -0.01 0.01
H 3.5731 -2.5987 -3.4534 0.58 0.10 0.00
H 0.8501 1.5947 2.7778 0.00 0.12 -0.05
H -2.7978 0.9685 1.2923 -0.08 -0.04 0.09
H 3.6063 3.5672 -2.0748 0.11 -0.06 0.10
H 3.0672 -1.6787 6.6734 -0.01 0.00 -0.02
H -0.8893 -2.6873 4.9677 0.07 -0.07 0.08
H 2.8311 -0.9395 0.8354 -0.05 0.02 -0.12
H -1.0347 3.9857 -4.2074 0.03 0.01 0.06
H -1.6729 -0.3280 3.2401 -0.01 0.07 -0.03
H -2.1299 -1.7080 -1.0760 -0.27 -0.29 -0.41
```
Positions in Å, forces in eV/Å.

LUMO energy (spin up / spin down) = 2.24 / 2.24 eV
Charge = -1